No. 1
18
Properties=species:S:1:pos:R:3:forces:R:3:nbo_charge:R:1 method="wB97M-V/def2-TZVPD" smiles="[NH3+][C@H](CO)CC(=O)O" e_above_lowest_kj_mol=108.8 gap_ev=10.934 spin_multiplicity=1 homo_energy_ev=-14.5 total_charge=+1 largest_force_ha_per_bohr=0.0698
N 0.10714 -0.43128 1.46653 -1.3 2.0 2.2 -0.717
C 0.67980 -0.56036 0.07175 -1.3 -1.8 -0.9 -0.059
C 2.20088 -0.56304 0.24288 -0.1 1.1 -2.5 -0.089
O 2.33692 0.31437 1.30520 3.2 1.1 1.1 -0.750
C 0.02519 0.53887 -0.79883 -1.0 0.0 -1.4 -0.565
C -1.51930 0.45324 -0.97926 -1.7 -0.8 0.5 0.788
O -2.30423 1.20973 -1.46767 1.4 0.4 0.0 -0.513
O -1.95558 -0.72736 -0.45644 1.1 -1.3 1.0 -0.766
H -0.72553 0.25456 1.48473 1.4 -1.4 -0.2 0.453
H 0.79210 -0.01888 2.23310 -1.0 -1.1 -2.2 0.492
H -0.27520 -1.32610 1.77381 0.1 0.1 0.1 0.446
H 0.31746 -1.61245 -0.24297 0.6 1.9 0.1 0.255
H 2.68970 -0.01798 -0.66368 -0.8 -1.6 1.1 0.212
H 2.59357 -1.59407 0.39006 -0.1 0.8 0.0 0.205
H 3.27988 0.62379 1.28310 -1.3 -0.2 0.5 0.516
H 0.30752 0.54028 -1.86806 0.6 -0.5 0.5 0.291
H 0.22539 1.56785 -0.53438 0.3 0.2 0.6 0.269
H -2.89125 -0.98412 -0.38939 0.1 1.0 -0.7 0.533

***

No. 2
77
Properties=species:S:1:pos:R:3:forces:R:3:mulliken_charge:R:1 method="wB97M-V/def2-TZVPD" gap_ev="4.167 / 2.882" spin_multiplicity=1 homo_energy_ev="-1.1 / 0.2" total_charge=-2 largest_force_ha_per_bohr=0.1797
C -0.09323 -0.15522 -6.30860 0.3 -0.5 -1.3 2.789
C -0.61982 -1.16018 -5.23530 -0.2 -0.2 -1.0 -1.936
C -0.27439 1.26561 -5.76188 -0.2 0.6 0.6 -2.420
C -1.44930 1.11168 -4.75441 1.3 -1.0 -0.6 -0.487
H -0.47766 1.98668 -6.57974 0.2 -0.5 0.6 0.387
H 0.64800 1.55968 -5.22174 -0.4 -0.1 -0.3 0.450
C -1.19206 -0.28600 -4.17495 -0.1 -0.1 1.4 0.315
H 0.20227 -1.79637 -4.86440 -0.4 0.1 -0.2 0.452
H -1.45641 -1.76128 -5.62844 0.6 -0.1 -0.2 0.398
C -0.22904 -0.10172 -2.99392 -1.8 1.6 -1.3 -0.835
H -2.14119 -0.63291 -3.70321 0.7 -0.2 -0.5 0.856
H -2.34988 1.03210 -5.34850 -0.5 0.5 0.0 0.740
C -1.50676 2.00970 -3.51983 0.4 -0.4 -0.8 1.543
C 1.35762 -0.33437 -6.69617 0.2 -0.5 0.4 -0.417
C -0.80533 -0.28612 -7.66988 -1.2 1.5 0.1 0.614
O -1.54450 0.60083 -8.07063 0.9 -1.6 0.1 -0.631
O 2.13809 -1.05389 -6.13165 0.2 0.1 0.0 -0.577
O 1.67399 0.38379 -7.79571 0.2 -0.1 0.5 -0.256
O -0.56120 -1.34915 -8.45660 -0.2 -0.5 0.2 -0.365
C 0.05060 -2.60842 -8.04277 -0.2 0.5 -0.1 -0.495
H -0.07022 -2.84805 -6.97596 0.1 0.3 -0.5 0.275
H 1.11027 -2.60307 -8.32503 -0.2 0.1 0.2 0.175
H -0.47473 -3.34684 -8.65112 0.1 0.0 0.2 0.317
C 3.04587 0.25658 -8.18077 0.2 0.1 -0.1 -0.773
H 3.69611 0.70282 -7.41418 -0.2 -0.2 -0.3 0.306
H 3.11465 0.80082 -9.12574 0.1 -0.1 0.2 0.251
H 3.31533 -0.80140 -8.30626 -0.1 0.3 0.0 0.311
O -1.04090 1.06597 -2.41740 0.7 0.1 -0.3 -0.885
H 0.77940 0.22140 -3.26971 -0.1 0.3 -0.1 0.045
H -0.07631 -1.06623 -2.46210 -0.8 1.2 0.8 0.461
C -2.94817 2.41289 -3.20544 -0.3 -0.2 0.9 -1.758
C -0.55344 3.22863 -3.58752 0.3 0.3 0.6 -1.375
H -0.30306 3.73256 -4.55637 -0.7 -0.9 0.4 0.173
H 0.39045 2.85630 -3.17842 0.1 0.3 0.0 0.328
H -0.92110 4.03421 -2.92316 0.2 -0.5 -0.1 0.390
H -2.91016 2.68929 -2.14150 -0.5 -0.1 -0.2 0.396
H -3.58992 1.52774 -3.33655 0.1 0.3 0.3 0.410
H -3.45259 3.25747 -3.74737 1.1 -0.7 0.1 0.290
In -0.21417 0.98150 0.08269 -0.8 -1.1 0.3 1.154
C -1.77237 -1.23212 1.67425 -0.7 0.4 -0.4 -0.667
C -2.21021 -1.07831 0.30781 0.2 0.6 0.3 -0.983
C -1.50530 -2.02929 -0.47322 0.8 -0.5 0.7 -0.341
H -2.99716 -0.41178 -0.06024 0.2 -0.3 0.3 0.541
C -0.60771 -2.71256 0.38422 -0.6 0.3 0.1 -0.926
C -0.78738 -2.19164 1.71690 0.3 -1.1 -1.1 -0.240
H -0.25257 -2.53782 2.59055 0.0 0.1 0.0 0.485
H -2.20042 -0.70914 2.52092 0.2 0.1 -0.2 0.479
H -1.67363 -2.22964 -1.51899 0.0 0.0 -0.2 0.783
H 0.08331 -3.50690 0.09161 -0.2 0.3 0.1 0.367
C 2.08412 1.26826 0.63566 0.7 -0.2 -0.1 -0.733
C 2.17555 0.11162 1.49501 0.0 0.5 0.0 -0.653
C 2.41500 -1.00328 0.71250 0.4 -0.2 -0.7 -0.499
H 2.13024 0.15139 2.58449 -0.2 -0.1 -0.4 0.669
C 2.54282 -0.59066 -0.65814 0.2 0.5 0.7 -0.462
C 2.38077 0.79968 -0.71674 0.3 -0.4 0.6 -0.736
H 2.52252 1.43436 -1.58476 -0.2 0.0 0.1 0.558
H 2.14817 2.30168 0.98550 -0.1 -0.3 -0.2 0.657
H 2.54278 -2.03157 1.06174 -0.2 0.5 -0.1 0.408
H 2.80134 -1.23783 -1.48835 -0.2 0.0 0.0 0.438
O -0.47823 3.48000 2.40954 1.9 6.8 -1.8 -0.529
C -0.84541 2.42643 2.63232 -2.0 -8.9 1.2 -0.058
O -1.33428 1.48839 1.74626 0.6 2.6 1.8 -0.575
C -0.71280 1.81131 4.05243 -0.6 0.2 -0.2 0.748
C -0.18777 0.53104 4.25376 0.3 -0.2 -0.6 0.597
C -0.12153 -0.01853 5.53523 -1.1 2.0 0.9 -0.905
C -0.62787 0.71209 6.63943 0.6 -1.1 -0.1 -0.404
C -1.15975 2.00170 6.41592 -0.4 0.3 1.4 -0.414
C -1.19983 2.55554 5.11168 0.4 -0.3 0.2 -0.872
N -1.66316 2.70920 7.55924 0.9 -1.3 -2.0 0.870
O -1.60543 2.14556 8.67434 0.1 -0.6 1.2 -0.805
O -2.14540 3.85193 7.41692 -0.4 1.2 -0.5 -0.809
N 0.42286 -1.34088 5.68586 1.0 -2.0 -0.8 0.980
O 0.87193 -1.88087 4.63866 -0.7 0.8 2.2 -0.596
O 0.43923 -1.91423 6.78895 -0.1 1.0 -1.3 -0.666
H 0.18664 -0.04898 3.42435 -0.2 0.0 -0.1 0.687
H -0.60909 0.29491 7.66637 0.0 0.4 -1.0 0.469
H -1.56949 3.55188 4.94659 -0.2 0.1 0.1 0.521

***

No. 3
15
Properties=species:S:1:pos:R:3:forces:R:3:nbo_charge:R:1 method="wB97M-V/def2-TZVPD" e_above_lowest_kj_mol=368.9 gap_ev=10.868 spin_multiplicity=1 homo_energy_ev=-10.0 largest_force_ha_per_bohr=0.0869
C -1.86977 -0.40546 -0.28889 4.4 -0.8 -0.6 0.087
C 0.53864 1.26599 0.82161 -0.2 2.7 3.0 -0.258
C 0.17179 1.83320 -0.48327 -0.9 0.3 -2.1 -0.242
C 0.45406 -1.95262 0.20424 0.6 -0.5 1.2 -0.670
C 0.11011 -0.70931 -0.60143 -1.7 1.0 1.1 0.137
N -2.92821 -0.17402 0.06356 -1.7 0.4 0.4 -0.452
N 0.77951 0.50717 -0.30831 -0.3 -2.3 -1.9 -0.409
H 1.40509 1.78745 1.25426 0.0 -0.6 -0.2 0.202
H -0.20936 1.20588 1.62235 -0.2 -1.1 -0.7 0.227
H -0.85874 1.82169 -0.95336 1.1 -0.1 1.3 0.229
H 0.78450 2.65644 -0.88948 -0.1 -0.8 0.1 0.207
H 0.61048 -1.79285 1.35602 -0.4 -0.1 -2.3 0.233
H 1.44589 -2.41726 -0.21453 -2.0 0.8 0.7 0.237
H -0.44679 -2.61410 0.05534 1.3 0.3 0.2 0.251
H 0.01280 -1.01219 -1.63810 0.2 0.8 -0.2 0.221

***

No. 4
57
Properties=species:S:1:pos:R:3:forces:R:3:nbo_charge:R:1 method="wB97M-V/def2-TZVPD" smiles="CCOC(=O)[C@@H]1CCCN(C(=O)c2ccc3c(c2)NC(=O)[C@H](N2CCOCC2)S3)C1" e_above_lowest_kj_mol=13.9 gap_ev=9.105 spin_multiplicity=1 homo_energy_ev=-8.5 largest_force_ha_per_bohr=0.0117
C 4.43371 4.23350 -0.38906 0.0 -0.5 0.0 -0.621
C 3.63983 2.97722 -0.68872 -0.4 0.4 -0.2 -0.080
O 4.46828 1.84163 -0.41781 0.3 0.2 0.1 -0.507
C 4.00746 0.66006 -0.79997 0.3 -0.3 0.0 0.827
O 3.01923 0.50248 -1.47385 -0.1 0.1 -0.1 -0.634
C 4.88300 -0.44807 -0.23314 -0.1 -0.1 0.1 -0.323
C 4.75311 -1.77647 -0.98454 -0.2 0.2 -0.1 -0.398
C 3.36259 -2.39174 -0.81799 0.1 -0.1 0.2 -0.422
C 2.97048 -2.45627 0.65956 -0.2 -0.3 -0.4 -0.216
N 3.09462 -1.14739 1.26310 0.2 -0.1 0.2 -0.441
C 2.08482 -0.24364 1.32264 -0.2 -0.2 0.3 0.687
O 2.26828 0.92616 1.60642 0.0 0.3 0.0 -0.627
C 0.71087 -0.76910 1.04025 -0.3 0.1 0.0 -0.111
C -0.01003 -1.49605 1.98120 0.2 0.0 0.0 -0.209
C -1.29797 -1.90630 1.69187 0.0 0.1 -0.2 -0.204
C -1.86942 -1.60201 0.46600 -0.2 0.0 -0.2 -0.214
C -1.14952 -0.87529 -0.48547 0.2 -0.2 0.5 0.232
C 0.13954 -0.45528 -0.18355 -0.1 -0.1 0.0 -0.243
N -1.68062 -0.62729 -1.74760 0.5 0.2 -0.2 -0.628
C -2.99563 -0.60492 -2.08415 -0.4 -0.1 -0.1 0.667
O -3.37086 -0.53470 -3.23251 -0.1 0.1 -0.1 -0.583
C -3.94537 -0.64244 -0.89687 -0.1 -0.3 0.4 -0.240
N -3.78521 0.52292 -0.06360 -0.1 0.1 -0.1 -0.463
C -4.75433 0.58809 1.01815 0.1 0.2 0.3 -0.260
C -4.35672 1.73021 1.95139 -0.2 -0.3 0.0 -0.072
O -4.31726 2.95972 1.26660 -0.1 0.1 0.0 -0.521
C -3.41281 2.89559 0.19132 0.1 -0.1 -0.4 -0.072
C -3.78794 1.78368 -0.78994 0.0 0.3 0.2 -0.253
S -3.50794 -2.12685 0.07798 0.1 -0.1 -0.2 0.276
C 4.44854 -0.64343 1.23346 0.3 0.4 0.1 -0.218
H 3.81495 5.10680 -0.57301 -0.1 0.1 0.0 0.217
H 4.74780 4.23355 0.65080 0.0 0.1 0.1 0.215
H 5.31667 4.28339 -1.02117 0.1 0.1 -0.1 0.210
H 3.32077 2.94115 -1.73632 0.0 0.0 0.2 0.189
H 2.75520 2.90099 -0.04684 0.1 0.0 -0.1 0.207
H 5.91713 -0.09436 -0.25083 -0.1 0.0 0.0 0.238
H 5.50678 -2.46487 -0.59322 0.1 0.0 0.0 0.204
H 4.95597 -1.62000 -2.04513 0.1 -0.1 0.0 0.221
H 2.63576 -1.77802 -1.34881 0.0 -0.1 0.0 0.232
H 3.34713 -3.39510 -1.24542 0.0 0.0 0.0 0.212
H 3.64042 -3.13523 1.19870 -0.1 0.0 0.0 0.192
H 1.94725 -2.81682 0.76790 0.2 0.0 0.0 0.228
H 0.43309 -1.73121 2.93679 0.1 0.0 0.1 0.222
H -1.87104 -2.47195 2.40958 -0.1 0.0 0.1 0.224
H 0.70917 0.10682 -0.90941 0.1 0.1 -0.1 0.243
H -1.02227 -0.45549 -2.49747 -0.2 0.0 0.0 0.419
H -4.97231 -0.80414 -1.26098 0.2 0.0 -0.1 0.225
H -4.74120 -0.35594 1.56584 0.0 0.1 0.0 0.222
H -5.77242 0.76348 0.63095 0.0 0.0 0.0 0.172
H -5.08872 1.84670 2.75189 0.1 -0.1 0.0 0.195
H -3.36843 1.51031 2.38303 -0.1 0.0 0.0 0.171
H -3.44909 3.86861 -0.30081 0.1 -0.1 0.0 0.196
H -2.39536 2.70895 0.56772 -0.1 0.0 -0.1 0.171
H -3.05496 1.75050 -1.59708 0.0 0.1 0.0 0.212
H -4.77994 1.99272 -1.22398 0.1 0.0 0.0 0.177
H 5.10734 -1.36448 1.72488 0.0 0.0 0.0 0.203
H 4.47573 0.30645 1.77041 0.1 -0.2 0.0 0.252